[1]
Entry from the Open Molecules 2025 dataset: 2 unconnected molecules or ions with the total composition C4H6OS at a distorted geometry (ωB97M-V/def2-TZVPD).

Its SMILES is O=C=S.C=CC. The calculation puts the HOMO energy at -9.6738 eV. Its LUMO energy is 0.71 eV. Its spin multiplicity is 1. The calculation puts the HOMO-LUMO gap at 10.38 eV. As for the total energy: -17127.01075 eV.

Each line ends with the natural charge from an NBO analysis.
Element x y z (Å)
O: -1.36918 -2.17428 -0.38929  -0.47
C: -1.89122 -1.35416 0.23176  0.45
S: -2.52346 -0.32696 1.20908  0.02
C: 0.08352 0.16172 -1.28945  -0.42
C: 0.70356 -0.18059 -0.16861  -0.15
C: 1.01989 0.90495 0.80225  -0.65
H: -0.16375 -0.46938 -2.12218  0.21
H: 0.15709 1.23931 -1.47673  0.18
H: 0.67659 -1.18512 0.21070  0.20
H: 2.16109 0.95199 0.90188  0.22
H: 0.61099 0.71443 1.78477  0.22
H: 0.53490 1.71809 0.30582  0.21

---

[2]
Entry from the Open Molecules 2025 dataset: a single C7H9F molecule at a distorted geometry (ωB97M-V/def2-TZVPD).

Its SMILES is CC1=CC=C(CF)C1. The calculation puts the HOMO energy at -8.2581 eV. Its LUMO energy is 0.94 eV. Its spin multiplicity is 1. The calculation puts the HOMO-LUMO gap at 9.20 eV. As for the total energy: -10121.43091 eV.

Each line ends with the natural charge from an NBO analysis.
Element x y z (Å)
C: 2.46929 -0.84946 -0.12380  -0.64
C: 1.15436 -0.11810 -0.08799  0.05
C: 0.94352 1.21608 -0.25130  -0.25
C: -0.45682 1.48560 -0.16598  -0.20
C: -1.14177 0.33707 0.09784  -0.04
C: -2.60379 0.16991 0.26470  0.03
F: -3.08968 -0.85268 -0.57951  -0.38
C: -0.15847 -0.77903 0.14135  -0.49
H: 2.73381 -1.36178 0.84574  0.22
H: 2.49327 -1.58684 -0.93582  0.22
H: 3.33868 -0.15394 -0.35752  0.22
H: 1.70720 1.98426 -0.45366  0.21
H: -0.90427 2.44652 -0.20886  0.21
H: -2.83044 -0.19825 1.30555  0.17
H: -3.15722 1.05670 0.04015  0.18
H: -0.27911 -1.52169 -0.64593  0.26
H: -0.21855 -1.27438 1.11505  0.24

---

Look up the HOMO-LUMO gap of the second one. 9.20 eV